Entry 1:
{"formula": "C3H7NO", "method": "wB97M-V/def2-TZVPD", "relative_energy_kj_mol": 429.4, "orbital_gap_ha": 0.3409, "symbols": ["O", "N", "C", "C", "C", "H", "H", "H", "H", "H", "H", "H"], "coordinates": [[1.7358, 0.4678, 0.7948], [-0.3609, 0.8978, -0.9001], [0.0107, -0.3189, -0.6640], [1.2981, -0.6268, 0.0569], [-1.4493, 0.4763, 0.2052], [-2.1898, -0.2880, -0.0651], [-1.1001, 0.2877, 1.2407], [1.2591, 1.2199, 0.3869], [-1.9018, 1.4552, 0.1687], [1.2745, -1.5263, 0.6874], [1.9444, -0.8584, -0.8086], [-0.5207, -1.1863, -1.1029]], "forces_ev_per_angstrom": [[0.0, 0.2, -0.2], [0.1, -0.7, 0.7], [0.5, -0.1, -0.3], [0.1, -0.2, -0.2], [-0.7, 0.5, 0.2], [0.2, 0.2, -0.2], [0.1, 0.1, -0.6], [0.0, 0.0, 0.1], [-0.4, 0.1, 0.4], [-0.2, 0.2, -0.2], [0.3, -0.1, 0.1], [0.0, -0.1, 0.2]]}

Entry 2:
{"formula": "C3H7NO", "method": "wB97M-V/def2-TZVPD", "relative_energy_kj_mol": 399.1, "orbital_gap_ha": 0.3709, "symbols": ["O", "N", "C", "C", "C", "H", "H", "H", "H", "H", "H", "H"], "coordinates": [[1.3736, -1.7944, 0.4429], [0.1192, -0.4734, -1.5841], [0.7909, -0.7311, 0.9025], [0.0127, 0.0569, -0.1478], [-1.1936, 1.0361, 0.2347], [-1.1508, 1.8998, -0.3851], [0.7584, -0.2979, 2.0346], [-2.1588, 0.5485, 0.0460], [1.1819, 0.3361, 0.3302], [1.0976, -0.2038, -1.8319], [-0.9853, 1.1140, 1.2989], [0.1541, -1.4908, -1.3409]], "forces_ev_per_angstrom": [[-1.0, 3.1, 2.6], [0.7, 0.5, 3.3], [-1.4, -3.8, -1.2], [0.2, -0.4, 0.2], [2.5, -2.5, -0.2], [0.1, 1.0, 0.0], [0.2, -1.2, -2.4], [0.5, -0.2, 0.2], [-0.5, 2.5, -1.8], [-1.0, -0.7, -0.2], [-0.7, 1.0, 0.1], [0.4, 0.7, -0.8]]}

Entry 3:
{"formula": "C3H7NO", "method": "wB97M-V/def2-TZVPD", "relative_energy_kj_mol": 294.0, "orbital_gap_ha": 0.3940, "symbols": ["O", "N", "C", "C", "C", "H", "H", "H", "H", "H", "H", "H"], "coordinates": [[2.0190, 1.7371, 0.5600], [0.9075, 1.4279, -0.1023], [-0.4023, -0.5158, -0.8148], [-1.3593, -0.9244, 0.3839], [0.7522, 0.1689, -0.1782], [-0.6927, -1.2704, 1.3202], [-1.7809, -0.0063, 0.8965], [-2.1519, -1.6939, 0.1244], [-0.8942, 0.2497, -1.5494], [-0.0818, -1.3966, -1.3071], [2.1214, 2.6342, 0.3568], [1.5631, -0.4104, 0.3102]], "forces_ev_per_angstrom": [[1.7, -1.0, 1.4], [-2.4, -1.3, -1.6], [-1.9, 2.2, 0.9], [0.9, 0.2, 1.9], [1.2, 0.1, 0.3], [-1.3, 0.0, -2.3], [0.0, -0.9, -1.1], [1.0, 1.0, 0.4], [0.7, -1.6, 1.3], [0.3, -0.7, -0.7], [0.5, 2.1, -0.1], [-0.6, -0.1, -0.3]]}

Entry 4:
{"formula": "C3H7NO", "method": "wB97M-V/def2-TZVPD", "relative_energy_kj_mol": 255.2, "orbital_gap_ha": 0.3783, "symbols": ["O", "N", "C", "C", "C", "H", "H", "H", "H", "H", "H", "H"], "coordinates": [[-0.4707, 0.4245, 1.9403], [0.3177, -0.8719, -0.0707], [-1.2797, 0.5641, 0.8104], [-0.7266, -0.2131, -0.3435], [1.4240, -0.5150, -0.9162], [2.2110, -1.2521, -0.8363], [1.7657, 0.4216, -0.4371], [0.1298, -0.3145, 1.7204], [-0.9975, 0.0589, -1.3765], [-2.3242, 0.3537, 1.0281], [1.1570, -0.2598, -1.9561], [-1.2065, 1.6038, 0.4372]], "forces_ev_per_angstrom": [[-0.3, -0.2, 0.3], [-0.1, 0.9, 0.1], [-0.6, 0.0, 0.0], [0.2, 0.0, 0.2], [0.6, -0.2, -0.3], [0.2, -0.1, -0.3], [0.3, -0.4, -0.4], [0.0, 0.1, 0.0], [0.1, 0.2, 0.2], [-0.3, 0.1, 0.1], [0.1, -0.3, 0.1], [-0.2, -0.2, 0.1]]}

Entry 5:
{"formula": "C3H7NO", "method": "wB97M-V/def2-TZVPD", "relative_energy_kj_mol": 453.8, "orbital_gap_ha": 0.3260, "symbols": ["O", "N", "C", "C", "C", "H", "H", "H", "H", "H", "H", "H"], "coordinates": [[0.1488, 1.2061, 1.3607], [0.7381, -0.9155, -0.3764], [-0.7499, 0.1418, 1.2116], [-0.5389, -0.9401, 0.2029], [0.3857, 0.1430, -1.3353], [-0.7147, 0.2753, -1.1752], [0.4381, -0.1252, -2.3944], [0.9242, 1.0594, -1.1159], [1.0191, 0.8018, 1.2365], [0.8943, -1.7758, -0.8930], [-0.7999, -0.4571, 2.1461], [-1.7449, 0.5862, 1.1324]], "forces_ev_per_angstrom": [[0.7, 0.0, -0.1], [-0.2, -0.5, 0.2], [-0.5, 0.0, -0.1], [0.3, -0.8, 0.8], [-0.8, 0.9, -0.2], [0.3, 0.8, -0.7], [0.3, -0.3, 0.4], [-0.2, 0.1, -0.2], [0.1, 0.3, 0.1], [-0.1, 0.1, 0.2], [0.0, -0.2, -0.2], [0.0, -0.2, -0.2]]}

Entry 6:
{"formula": "C3H7NO", "method": "wB97M-V/def2-TZVPD", "relative_energy_kj_mol": 244.2, "orbital_gap_ha": 0.3977, "symbols": ["O", "N", "C", "C", "C", "H", "H", "H", "H", "H", "H", "H"], "coordinates": [[-2.8116, -0.2415, 0.0886], [-1.6519, 0.2984, -0.4336], [-0.7029, 0.1982, 0.3991], [0.6685, 0.6976, 0.0337], [1.6105, -0.5143, -0.1611], [1.1326, 1.3729, 0.8066], [0.6500, 1.1701, -0.9704], [-3.5031, -0.2634, -0.6016], [2.5610, -0.1328, -0.5632], [1.1135, -1.2676, -0.7841], [-0.8799, -0.3118, 1.3430], [1.8133, -1.0058, 0.8429]], "forces_ev_per_angstrom": [[-1.0, -0.5, 0.2], [0.1, 0.2, -0.3], [0.2, 0.5, -0.2], [0.6, -0.3, -0.4], [0.1, -0.2, 1.6], [-0.8, -0.5, -0.8], [-0.3, 0.2, 0.8], [0.9, 0.3, 0.2], [-0.3, -0.5, 0.0], [0.4, 0.2, -0.1], [0.1, 0.0, 0.2], [-0.1, 0.5, -1.2]]}

Entry 7:
{"formula": "C3H7NO", "method": "wB97M-V/def2-TZVPD", "relative_energy_kj_mol": 86.6, "orbital_gap_ha": 0.3929, "symbols": ["O", "N", "C", "C", "C", "H", "H", "H", "H", "H", "H", "H"], "coordinates": [[1.0711, 1.5477, 0.5665], [1.5338, -0.0915, -0.8407], [-1.4801, 0.2161, -0.0468], [-0.2053, -0.5242, 0.6747], [0.8788, 0.3900, 0.2300], [-0.1894, -1.5103, 0.1959], [-2.2914, -0.3930, 0.3197], [-1.6037, 0.3071, -1.1728], [-1.5086, 1.2360, 0.3392], [-0.1186, -0.6803, 1.7835], [1.6873, -1.0753, -0.9410], [2.2261, 0.5777, -1.1082]], "forces_ev_per_angstrom": [[-0.4, -0.4, 0.7], [0.7, 0.1, -0.5], [0.2, -0.5, 1.2], [-1.0, 0.6, -0.8], [0.2, 0.2, -0.5], [0.5, 0.2, 0.2], [-0.8, 0.3, 0.0], [1.1, -0.7, 1.3], [-0.3, -0.2, 0.1], [-1.1, 0.6, -0.9], [0.1, -0.1, -0.2], [0.7, -0.2, -0.6]]}

Entry 8:
{"formula": "C3H7NO", "method": "wB97M-V/def2-TZVPD", "relative_energy_kj_mol": 48.4, "orbital_gap_ha": 0.3919, "symbols": ["O", "N", "C", "C", "C", "H", "H", "H", "H", "H", "H", "H"], "coordinates": [[1.1697, 1.3687, 0.8271], [1.5872, -0.1440, -0.8212], [0.9655, 0.2766, 0.3340], [-0.2492, -0.5282, 0.7693], [-1.3478, 0.2282, -0.0286], [1.3788, -1.0530, -1.2002], [-0.3404, -0.4427, 1.8585], [-0.2495, -1.5956, 0.5099], [-1.9021, -0.4342, -0.6964], [-2.0254, 0.8013, 0.6066], [1.8513, 0.5682, -1.4872], [-0.8380, 0.9548, -0.6718]], "forces_ev_per_angstrom": [[0.4, -0.4, -0.1], [0.0, -0.1, 0.1], [-0.3, 0.2, -0.2], [0.2, 0.0, 0.1], [0.0, 0.1, -0.2], [-0.2, 0.2, 0.0], [-0.2, 0.1, -0.3], [0.3, 0.3, 0.0], [-0.1, 0.0, 0.3], [0.0, -0.2, 0.0], [0.3, -0.1, 0.3], [-0.4, -0.1, 0.0]]}

Entry 9:
{"formula": "C3H7NO", "method": "wB97M-V/def2-TZVPD", "relative_energy_kj_mol": 196.9, "orbital_gap_ha": 0.3877, "symbols": ["O", "N", "C", "C", "C", "H", "H", "H", "H", "H", "H", "H"], "coordinates": [[-2.4625, -0.4116, 0.1344], [-0.1080, -0.0633, -0.1824], [2.2382, -0.4315, -0.0294], [1.0830, 0.6034, 0.0894], [-1.4248, 0.3197, -0.1046], [1.1721, 1.1024, 1.0305], [2.2285, -1.0607, 0.8905], [3.1786, 0.0169, 0.1880], [0.2194, -1.0294, -0.0766], [1.3898, 1.5835, -0.5232], [2.2552, -1.1790, -0.8393], [-1.3659, 1.3526, -0.2011]], "forces_ev_per_angstrom": [[4.5, 2.9, -1.4], [-1.3, -2.9, -0.1], [-0.5, -0.6, 2.0], [3.6, 3.4, -1.8], [-1.9, -4.3, 1.7], [-0.3, -0.3, 1.4], [-0.6, 0.0, -0.4], [0.9, 0.7, -0.8], [-1.9, -0.1, -0.2], [-1.1, -2.2, 0.1], [-0.1, 1.0, -0.2], [-1.2, 2.4, -0.2]]}

Entry 10:
{"formula": "C3H7NO", "method": "wB97M-V/def2-TZVPD", "relative_energy_kj_mol": 346.4, "orbital_gap_ha": 0.3928, "symbols": ["O", "N", "C", "C", "C", "H", "H", "H", "H", "H", "H", "H"], "coordinates": [[2.0566, 0.5993, -0.1198], [-0.7926, 1.1373, -0.1196], [1.2998, -0.1698, -0.6589], [-1.2345, -0.1552, 0.3528], [-0.1971, -0.0379, -0.7259], [1.0285, -0.6269, 1.8923], [1.3413, 0.0076, 1.6535], [-2.2085, -0.5269, 0.0301], [-0.5556, -0.3722, -1.7011], [1.6986, -1.0270, -1.2359], [-0.9742, -0.4014, 1.3765], [-1.4624, 1.5732, -0.7439]], "forces_ev_per_angstrom": [[-0.3, -0.3, -0.6], [-0.1, 0.2, -0.1], [0.3, 0.3, 0.0], [-0.1, -0.2, 0.2], [0.1, 0.0, -0.3], [0.1, 0.1, 0.4], [-0.2, -0.3, 0.6], [0.2, 0.0, 0.0], [0.0, 0.1, 0.1], [0.0, -0.1, 0.0], [0.0, 0.1, -0.2], [0.0, 0.0, 0.1]]}